Record 1
The following is a DFT calculation (ωB97M-V/def2-TZVPD) of the molecule C4H7NO2 in a non-equilibrium geometry.

Each line ends with the Mulliken charge.
CARTESIAN COORDINATES (ANGSTROEM)
C1 0.209 1.221 -1.621  -0.94
N1 -0.461 0.374 -0.639  0.08
C2 -0.844 -0.891 -0.972  0.15
O1 -1.354 -1.681 -0.212  -0.55
C3 -0.332 0.679 0.772  -0.74
C4 0.782 -0.156 1.405  0.06
O2 1.927 0.212 1.447  -0.47
H1 1.052 1.712 -1.139  0.34
H2 -0.461 2.020 -1.946  0.27
H3 0.569 0.625 -2.455  0.36
H4 -0.615 -1.117 -2.028  0.28
H5 -0.181 1.723 1.023  0.46
H6 -1.239 0.340 1.270  0.30
H7 0.492 -1.153 1.773  0.39

SMILES ... CN(C=O)CC=O
ΔE to the lowest compared entry with this formula, charge and spin ... 31.8 kcal/mol
Spin multiplicity ... 1
HOMO ... -9.319 eV
LUMO energy ... 0.84 eV

=====

Record 2
The following is a DFT calculation (ωB97M-V/def2-TZVPD) of a cluster of 5 separate species, C2H15NO5 in total in a non-equilibrium geometry.

Each line ends with the Mulliken charge.
CARTESIAN COORDINATES (ANGSTROEM)
C1 1.216 -1.381 -0.182  -0.89
N1 0.850 0.024 -0.443  -0.33
C2 1.154 0.922 0.664  -0.49
O1 -0.029 1.429 1.260  -0.60
H1 0.872 -2.016 -0.996  0.33
H2 0.724 -1.726 0.735  0.23
H3 2.295 -1.479 -0.058  0.40
H4 -0.144 0.021 -0.628  0.25
H5 1.717 0.392 1.427  0.37
H6 1.676 1.789 0.255  0.32
H7 -0.626 1.860 0.633  0.31
O2 0.406 -0.188 -3.467  -0.69
H8 1.198 -0.681 -3.717  0.32
H9 0.561 -0.124 -2.505  0.42
O3 -0.862 1.969 -1.979  -0.63
H10 -1.457 1.234 -2.118  0.32
H11 -0.170 1.906 -2.644  0.30
O4 -2.046 0.402 2.779  -0.70
H12 -1.770 0.976 3.487  0.29
H13 -1.309 0.437 2.132  0.49
O5 -1.369 -2.117 1.408  -0.65
H14 -1.989 -1.431 1.708  0.30
H15 -0.897 -2.217 2.249  0.33

SMILES ... CNCO.O.O.O.O
ΔE to the lowest compared entry with this formula, charge and spin ... 20.6 kcal/mol
Spin multiplicity ... 1
HOMO ... -9.447 eV
LUMO energy ... 0.63 eV

=====

Record 3
The following is a DFT calculation (ωB97M-V/def2-TZVPD) of a cluster of 2 separate species, C6H11N2OS in total in a non-equilibrium geometry.

Each line ends with the Mulliken charge.
CARTESIAN COORDINATES (ANGSTROEM)
C1 2.156 1.412 -0.183  -0.57
C2 3.482 1.089 -0.137  -0.27
C3 1.371 0.246 -0.135  0.32
C4 -1.161 1.350 0.049  -1.63
C5 -0.889 -1.199 0.489  -0.84
C6 -0.675 -0.002 -0.344  1.14
N1 2.131 -0.828 0.094  -0.04
N2 -0.334 -2.377 -0.004  -0.50
O1 -0.802 -0.252 -1.633  -0.57
S1 3.719 -0.591 -0.114  0.08
H1 1.828 2.511 -0.019  0.25
H2 4.257 1.816 -0.247  0.43
H3 -0.867 1.640 1.038  0.39
H4 -2.257 1.451 -0.045  0.38
H5 -0.704 2.128 -0.543  0.42
H6 -0.451 -0.888 1.473  0.27
H7 -2.011 -1.275 0.653  0.40
H8 1.688 -1.719 0.258  0.34
H9 -0.483 -2.178 -0.997  0.26
H10 -0.773 -3.201 0.246  0.25
H11 -0.514 0.605 -2.150  0.48

ΔE to the lowest compared entry with this formula, charge and spin ... 47.3 kcal/mol
Spin multiplicity ... 1
HOMO ... -13.424 eV
LUMO energy ... -3.94 eV
Total charge ... +1

=====

Record 4
The following is a DFT calculation (ωB97M-V/def2-TZVPD) of a structure of composition C44H46BrCoN4O6P in a non-equilibrium geometry.

Each line ends with the Mulliken charge.
CARTESIAN COORDINATES (ANGSTROEM)
Co1 -0.473 -0.249 -0.694  -0.29
C1 1.322 0.197 -3.397  -1.35
O1 0.690 -0.618 -2.433  0.65
C2 0.380 -1.916 -2.794  -0.07
C3 0.556 -2.471 -4.044  -0.46
C4 0.235 -3.811 -4.240  -0.91
C5 -0.215 -4.590 -3.186  -0.66
C6 -0.386 -4.044 -1.929  -0.93
C7 -0.115 -2.689 -1.721  0.70
N1 -0.361 -2.027 -0.543  1.24
N2 -0.481 -2.731 0.549  -0.50
C8 -1.108 -2.261 1.616  -0.73
C9 -1.837 -1.022 1.599  1.16
O2 -1.627 -0.115 0.691  -0.28
C10 -2.869 -0.859 2.550  -0.80
C11 -3.073 -1.763 3.554  -0.76
C12 -2.174 -2.839 3.751  0.87
C13 -2.247 -3.668 4.881  -0.97
C14 -1.290 -4.625 5.107  -0.52
C15 -0.238 -4.799 4.203  -0.78
C16 -0.189 -4.054 3.049  -0.67
C17 -1.153 -3.071 2.800  0.75
H1 2.196 -0.316 -3.810  0.59
H2 1.645 1.104 -2.886  0.05
H3 0.638 0.459 -4.211  0.40
H4 0.916 -1.884 -4.874  0.48
H5 0.353 -4.241 -5.222  0.45
H6 -0.460 -5.630 -3.347  0.41
H7 -0.749 -4.627 -1.096  0.55
H8 -3.513 -0.001 2.437  0.18
H9 -3.899 -1.646 4.240  0.46
H10 -3.059 -3.521 5.579  0.42
H11 -1.349 -5.238 5.993  0.39
H12 0.528 -5.530 4.415  0.41
H13 0.600 -4.181 2.326  0.43
C18 5.219 -1.181 -3.122  -1.59
C19 4.510 -1.061 -1.811  0.84
C20 5.001 -0.296 -0.754  -0.55
C21 4.289 -0.213 0.432  -0.59
C22 3.075 -0.881 0.485  0.10
Br1 1.988 -0.802 2.040  -0.03
N3 2.591 -1.611 -0.494  -0.07
C23 3.303 -1.717 -1.600  -0.68
H14 6.280 -0.979 -3.018  0.44
H15 4.815 -0.466 -3.838  0.27
H16 5.085 -2.178 -3.534  0.37
H17 5.941 0.226 -0.856  0.43
H18 4.658 0.343 1.281  0.46
H19 2.880 -2.359 -2.361  0.54
C24 -2.951 4.925 0.951  -2.17
C25 -2.897 3.403 1.075  2.71
C26 -4.005 2.947 2.024  -1.47
C27 -3.172 2.814 -0.309  -1.92
P1 -1.244 2.587 1.628  1.12
C28 0.186 3.587 1.047  1.75
C29 1.345 2.827 0.887  -1.00
C30 2.550 3.412 0.561  -0.34
C31 2.621 4.785 0.375  -0.93
C32 1.478 5.549 0.513  -0.98
C33 0.270 4.959 0.849  -1.20
C34 -0.943 2.822 3.518  2.30
C35 -1.110 4.265 3.976  -1.67
C36 0.509 2.404 3.768  -2.06
C37 -1.835 1.882 4.323  -1.68
H20 -3.995 5.214 0.818  0.58
H21 -2.411 5.260 0.069  0.34
H22 -2.573 5.436 1.834  0.27
H23 -4.971 3.074 1.535  0.58
H24 -4.010 3.532 2.943  0.27
H25 -3.896 1.895 2.266  -0.12
H26 -4.178 3.075 -0.630  0.67
H27 -3.078 1.731 -0.301  0.07
H28 -2.474 3.218 -1.038  0.19
H29 1.271 1.758 1.007  -0.37
H30 3.439 2.806 0.464  0.40
H31 3.562 5.254 0.131  0.39
H32 1.522 6.619 0.374  0.42
H33 -0.589 5.593 0.951  0.36
H34 -0.503 4.932 3.368  0.28
H35 -0.767 4.347 5.008  0.48
H36 -2.144 4.593 3.934  0.25
H37 0.703 2.383 4.840  0.66
H38 1.203 3.108 3.316  0.33
H39 0.703 1.409 3.373  0.14
H40 -2.880 2.167 4.290  0.25
H41 -1.737 0.863 3.957  0.16
H42 -1.523 1.890 5.367  0.56
O3 -1.647 0.725 -2.389  -0.77
C38 -0.924 1.689 -2.061  0.98
O4 -0.241 1.618 -0.984  0.74
C39 -0.732 2.890 -2.899  -0.05
C40 0.330 3.737 -2.561  0.20
C41 0.631 4.828 -3.336  -0.74
C42 -0.150 5.096 -4.461  -0.29
C43 -1.217 4.261 -4.808  -0.85
C44 -1.502 3.160 -4.033  -0.54
N4 0.160 6.224 -5.262  1.01
O5 -0.556 6.458 -6.230  -0.63
O6 1.133 6.901 -4.942  -0.61
H43 0.911 3.512 -1.683  0.37
H44 1.462 5.475 -3.102  0.59
H45 -1.797 4.494 -5.688  0.54
H46 -2.319 2.500 -4.281  0.55

<S²> ... 0.764
Spin multiplicity ... 2
HOMO (alpha / beta) ... -7.217 / -7.203 eV
LUMO energy (alpha / beta) ... -0.97 / -0.96 eV

=====

Record 5
The following is a DFT calculation (ωB97M-V/def2-TZVPD) of a cluster of 2 separate species, C4H12N2 in total in a non-equilibrium geometry.

Each line ends with the Mulliken charge.
CARTESIAN COORDINATES (ANGSTROEM)
C1 -0.409 -2.209 0.343  -0.95
C2 0.150 -1.206 1.368  -0.32
C3 -0.813 -0.018 1.574  -0.98
N1 0.804 1.550 -0.270  -0.24
C4 0.423 1.301 -1.544  0.08
N2 0.834 2.175 -2.535  -0.33
H1 -0.319 -1.755 -0.666  0.18
H2 -1.454 -2.434 0.532  0.30
H3 0.239 -3.084 0.311  0.34
H4 0.227 -1.778 2.299  0.32
H5 1.155 -0.851 1.126  0.30
H6 -0.269 0.735 2.145  0.29
H7 -1.638 -0.430 2.164  0.44
H8 -1.126 0.378 0.596  0.11
H9 -0.430 0.607 -1.662  0.36
H10 -0.099 2.210 -0.485  0.43
H11 1.517 1.786 -3.184  0.34
H12 1.208 3.024 -2.108  0.32

<S²> ... 0.755
ΔE to the lowest compared entry with this formula, charge and spin ... 76.6 kcal/mol
Spin multiplicity ... 2
HOMO (alpha / beta) ... -14.817 / -14.811 eV
LUMO energy (alpha / beta) ... -6.47 / -7.73 eV
Total charge ... +1

=====

Record 6
The following is a DFT calculation (ωB97M-V/def2-TZVPD) of a structure of composition C5H4BrIMgNO4S.

Each line ends with the Mulliken charge.
CARTESIAN COORDINATES (ANGSTROEM)
Mg1 -2.142 -0.200 0.038  0.95
O1 -2.684 -3.523 1.292  -0.66
S1 -2.638 -2.134 1.689  1.23
O2 -2.851 -1.894 3.100  -0.66
O3 -3.576 -1.278 0.836  -0.73
O4 -1.292 -1.497 1.245  -0.64
I1 2.316 3.171 -2.760  0.09
C1 1.810 1.684 -1.409  -0.33
C2 2.781 1.007 -0.691  -0.08
C3 2.373 0.024 0.192  -0.75
C4 1.021 -0.249 0.329  -0.15
N1 0.085 0.412 -0.366  -0.19
C5 0.475 1.362 -1.220  0.05
H1 3.829 1.244 -0.821  0.39
H2 3.087 -0.537 0.779  0.38
H3 0.642 -1.005 1.003  0.57
H4 -0.323 1.861 -1.755  0.23
Br1 -2.913 1.552 -1.482  -0.70

ΔE to the lowest compared entry with this formula, charge and spin ... 7.4 kcal/mol
Spin multiplicity ... 1
HOMO ... -5.591 eV
LUMO energy ... 1.92 eV
Total charge ... -1

=====

Record 7
The following is a DFT calculation (ωB97M-V/def2-TZVPD) of a structure of composition C32H43AlBF4N6O4P in a non-equilibrium geometry.

Each line ends with the Mulliken charge.
CARTESIAN COORDINATES (ANGSTROEM)
Al1 1.064 0.932 -0.232  -0.75
C1 0.444 0.871 -3.337  -0.37
O1 1.423 0.967 -2.327  0.35
C2 2.719 1.095 -2.695  1.08
C3 3.179 1.086 -4.003  -0.98
C4 4.541 1.160 -4.256  -0.76
C5 5.452 1.260 -3.217  -0.97
C6 5.006 1.290 -1.912  -0.52
C7 3.640 1.214 -1.640  0.50
N1 3.117 1.176 -0.366  0.66
N2 3.925 1.156 0.595  -1.02
C8 3.634 1.033 1.880  0.50
C9 2.297 0.846 2.357  0.69
O2 1.319 0.741 1.542  0.19
C10 2.109 0.743 3.767  -1.49
C11 3.154 0.806 4.632  -0.97
C12 4.495 0.936 4.180  0.67
C13 5.576 0.975 5.075  -0.88
C14 6.867 1.035 4.613  -0.54
C15 7.114 1.042 3.239  -0.80
C16 6.073 1.037 2.344  -0.47
C17 4.746 1.009 2.793  0.90
H1 0.583 -0.036 -3.933  0.48
H2 0.459 1.760 -3.974  0.54
H3 -0.498 0.814 -2.796  -0.63
H4 2.497 1.019 -4.835  0.46
H5 4.889 1.123 -5.276  0.43
H6 6.509 1.308 -3.426  0.42
H7 5.697 1.352 -1.087  0.38
H8 1.097 0.607 4.119  0.49
H9 2.988 0.728 5.698  0.38
H10 5.375 0.953 6.135  0.40
H11 7.695 1.074 5.303  0.38
H12 8.132 1.049 2.879  0.41
H13 6.258 1.035 1.282  0.39
O3 1.052 2.669 -0.288  0.33
O4 1.055 3.944 -0.481  -0.57
F1 2.249 -2.745 0.576  -0.32
B1 2.434 -2.099 -0.602  0.03
F2 1.564 -0.869 -0.535  0.15
F3 3.696 -1.637 -0.779  -0.34
F4 1.977 -2.810 -1.667  -0.32
N3 -0.701 0.692 -0.505  0.88
P1 -2.032 -0.067 -0.253  -1.10
N4 -1.896 -1.747 -0.207  0.51
C18 -1.157 -2.222 0.952  0.06
C19 -1.312 -3.734 1.094  -1.04
C20 -0.805 -4.410 -0.177  -0.47
C21 -1.572 -3.863 -1.379  -1.15
C22 -1.400 -2.348 -1.434  0.14
N5 -3.056 0.163 -1.575  0.93
C23 -4.253 -0.626 -1.766  -0.78
C24 -4.576 -0.700 -3.259  -0.80
C25 -4.737 0.709 -3.827  -0.89
C26 -3.491 1.539 -3.529  -0.62
C27 -3.218 1.529 -2.027  -0.76
N6 -2.851 0.282 1.159  1.41
C28 -2.617 1.546 1.836  -0.40
C29 -3.932 2.056 2.410  -1.07
C30 -4.440 1.093 3.491  -0.53
C31 -4.033 -0.353 3.174  -0.97
C32 -3.938 -0.537 1.664  -0.73
H14 -1.519 -1.700 1.838  0.28
H15 -0.093 -1.994 0.846  -0.36
H16 -2.362 -3.999 1.262  0.30
H17 -0.724 -4.063 1.952  0.43
H18 -0.922 -5.495 -0.108  0.48
H19 0.258 -4.189 -0.297  0.05
H20 -2.631 -4.125 -1.297  0.30
H21 -1.175 -4.292 -2.299  0.41
H22 -1.945 -1.917 -2.273  0.32
H23 -0.338 -2.129 -1.561  -0.30
H24 -5.109 -0.173 -1.242  0.34
H25 -4.086 -1.622 -1.354  0.34
H26 -5.492 -1.277 -3.406  0.39
H27 -3.764 -1.213 -3.779  0.29
H28 -5.606 1.185 -3.367  0.29
H29 -4.914 0.662 -4.903  0.44
H30 -3.627 2.566 -3.870  0.41
H31 -2.634 1.113 -4.054  0.12
H32 -4.058 2.015 -1.506  0.43
H33 -2.302 2.072 -1.786  0.37
H34 -2.194 2.243 1.110  0.54
H35 -1.881 1.431 2.641  0.16
H36 -4.658 2.131 1.598  0.27
H37 -3.797 3.053 2.827  0.42
H38 -5.526 1.164 3.562  0.31
H39 -4.030 1.379 4.460  0.32
H40 -4.754 -1.056 3.594  0.46
H41 -3.058 -0.579 3.611  0.27
H42 -4.899 -0.258 1.209  0.26
H43 -3.743 -1.579 1.402  0.51

ΔE to the lowest compared entry with this formula, charge and spin ... 31.0 kcal/mol
Spin multiplicity ... 1
HOMO (alpha / beta) ... -7.442 / -7.477 eV
LUMO energy (alpha / beta) ... -3.18 / -0.82 eV

=====

It is found that the calculated total energy values, taken in the order of the records, are -361.83021; -516.12730; -817.83950; -6672.78357; -268.67881; -4018.91213; -2883.04935 hartree.